#one
Computed, not measured: 2 unconnected molecules or ions with the total composition C3H13N2O, with ωB97M-V with the def2-TZVPD basis set.

LUMO = -3.34 eV
Highest occupied orbital energy = -0.487 Ha

Structure (ORCA input):
```
! wB97M-V def2-TZVPD RIJCOSX def2/J DEFGRID3
* xyz 1 1
C -0.916 1.620 -0.170
C -1.029 0.189 -0.715
C -1.361 -0.811 0.347
N -0.046 -1.484 0.853
N 0.288 1.916 0.561
H -1.909 1.859 0.373
H -1.043 2.239 -1.116
H -1.644 0.022 -1.580
H -0.043 0.190 -1.133
H -1.889 -0.237 1.249
H -1.895 -1.616 -0.169
H -0.106 -1.588 1.848
H 0.777 -0.888 0.853
H 0.102 -2.438 0.280
H 0.204 2.908 0.824
H 1.075 1.846 0.032
H 3.447 -0.775 -0.235
H 3.216 -1.586 -1.455
O 2.771 -1.366 -0.648
*
```

Atomic partial charges in e from the Mulliken method, atoms 1 to 5: C -0.6033; C -0.7421; C -0.4052; N -0.3409; N -0.5720

---

#two
Computed, not measured: 2 unconnected molecules or ions with the total composition C3H13N2O, with ωB97M-V with the def2-TZVPD basis set.

LUMO = -2.97 eV
Highest occupied orbital energy = -0.503 Ha

Structure (ORCA input):
```
! wB97M-V def2-TZVPD RIJCOSX def2/J DEFGRID3
* xyz 1 1
C 0.801 -1.465 -1.050
N 0.050 -1.165 -2.247
C 0.204 -0.737 0.138
N -0.023 0.699 -0.210
C -1.369 1.317 0.109
H 0.784 -2.530 -0.811
H 1.825 -1.178 -1.175
H -0.844 -1.613 -2.312
H 0.547 -1.013 -3.106
H -0.710 -1.142 0.564
H 0.864 -0.786 1.008
H 0.057 0.696 -1.241
H 0.773 1.241 0.123
H -1.312 1.850 1.038
H -1.686 1.819 -0.790
H -2.046 0.470 0.141
H 0.156 1.452 3.752
H 1.433 1.167 3.051
O 0.499 0.916 3.019
*
```

Atomic partial charges in e from the Mulliken method, atoms 1 to 5: C -0.5870; N -0.4876; C -0.6519; N -0.0331; C -0.8467

---

If you had to name the least stable structure above, which would it be? It would be #one.